No. 1
{"formula": "C30H42N4O5", "method": "ωB97M-V/def2-TZVPD", "elements": ["C", "C", "C", "C", "N", "C", "C", "C", "N", "C", "O", "C", "C", "C", "O", "N", "C", "C", "C", "C", "O", "C", "C", "C", "C", "C", "C", "C", "O", "C", "C", "O", "N", "C", "C", "C", "C", "C", "C", "H", "H", "H", "H", "H", "H", "H", "H", "H", "H", "H", "H", "H", "H", "H", "H", "H", "H", "H", "H", "H", "H", "H", "H", "H", "H", "H", "H", "H", "H", "H", "H", "H", "H", "H", "H", "H", "H", "H", "H", "H", "H"], "coordinates": [[5.6762, 5.0717, 1.5401], [4.3669, 4.3793, 1.9021], [3.4128, 4.2350, 0.7170], [3.9288, 3.2480, -0.3403], [3.0325, 2.9675, -1.4468], [2.7907, 4.1093, -2.3035], [1.8054, 2.2987, -1.0594], [1.2925, 1.4188, -2.2127], [0.4004, 0.3779, -1.7630], [-0.9330, 0.5529, -1.6730], [-1.5536, 1.5554, -1.9580], [-1.5384, -0.7459, -1.1749], [-2.6719, -1.3470, -2.0146], [-3.9917, -1.4197, -1.2638], [-4.5480, -2.4602, -0.9856], [-4.4261, -0.1716, -0.9609], [-5.5822, 0.2200, -0.2737], [-5.7772, 1.5836, -0.0531], [-6.8964, 2.0298, 0.6116], [-7.8537, 1.1251, 1.0753], [-8.9248, 1.6711, 1.7200], [-9.9221, 0.8091, 2.2093], [-7.6583, -0.2330, 0.8559], [-6.5318, -0.6815, 0.1870], [-2.0115, -2.7035, -2.4167], [-1.7904, -3.5150, -1.1578], [-0.7484, -2.9602, -0.5484], [-0.3976, -1.7746, -1.4184], [-0.6958, -2.2644, -2.7213], [0.8753, -0.9398, -1.3866], [1.4758, -0.9799, 0.0295], [1.1668, -0.1865, 0.8917], [2.3420, -1.9904, 0.2070], [2.9953, -2.2617, 1.4739], [2.4413, -3.5337, 2.1248], [2.8286, -4.7852, 1.3416], [4.3455, -4.8761, 1.2044], [4.8990, -3.6328, 0.5146], [4.5103, -2.3705, 1.2817], [6.2539, 4.4762, 0.8380], [5.4807, 6.0427, 1.0900], [6.2809, 5.2240, 2.4315], [3.8671, 4.9600, 2.6811], [4.5799, 3.3903, 2.3146], [2.4488, 3.8776, 1.0850], [3.2587, 5.2144, 0.2597], [4.1501, 2.2926, 0.1461], [4.8576, 3.6258, -0.7755], [3.7397, 4.5898, -2.5353], [2.1171, 4.8534, -1.8547], [2.3438, 3.7655, -3.2354], [1.0086, 3.0006, -0.7698], [2.0140, 1.6587, -0.2017], [2.1470, 0.9603, -2.7167], [0.7335, 2.0249, -2.9296], [-1.7925, -0.6488, -0.1171], [-2.8123, -0.7591, -2.9276], [-3.8298, 0.5971, -1.2500], [-5.0419, 2.2917, -0.4074], [-7.0562, 3.0816, 0.7869], [-10.6646, 1.4533, 2.6779], [-10.3953, 0.2409, 1.4017], [-9.5234, 0.1148, 2.9564], [-8.3757, -0.9610, 1.1994], [-6.3896, -1.7362, 0.0220], [-2.4735, -3.2099, -3.2580], [-2.4128, -4.3307, -0.8537], [-0.2983, -3.1871, 0.3967], [1.5972, -1.2992, -2.1285], [2.5087, -2.6416, -0.5431], [2.7622, -1.3997, 2.1082], [2.8446, -3.6030, 3.1365], [1.3555, -3.4556, 2.2056], [2.4499, -5.6683, 1.8594], [2.3680, -4.7662, 0.3508], [4.6156, -5.7678, 0.6356], [4.7913, -4.9652, 2.1975], [5.9870, -3.6963, 0.4540], [4.5199, -3.5833, -0.5091], [4.9787, -2.3918, 2.2671], [4.8728, -1.4848, 0.7563]], "forces_ev_per_angstrom": [[-0.137, -0.155, 0.132], [-0.067, 0.170, -0.160], [0.153, -0.282, -0.004], [-0.071, 0.193, 0.143], [-0.025, -0.004, -0.061], [0.011, -0.105, 0.011], [0.133, -0.213, -0.179], [0.016, 0.359, 0.129], [0.341, -0.150, -0.022], [-0.399, -0.609, 0.162], [-0.206, 0.434, -0.081], [0.264, 0.195, -0.205], [0.063, -0.199, -0.113], [0.515, 0.306, -0.375], [-0.190, -0.301, 0.061], [0.089, 0.367, -0.043], [-0.382, -0.105, 0.214], [-0.055, -0.150, 0.021], [-0.186, -0.099, 0.095], [0.130, -0.034, -0.075], [0.211, 0.178, -0.102], [-0.126, -0.115, 0.061], [-0.292, 0.292, 0.188], [0.227, -0.069, -0.133], [-0.598, -0.120, 0.089], [0.232, -0.084, -0.105], [0.116, -0.105, -0.237], [-0.161, 0.115, 0.374], [0.247, 0.383, -0.204], [-0.199, 0.037, 0.022], [0.045, -0.054, -0.517], [-0.245, 0.207, 0.219], [0.318, -0.407, -0.011], [0.071, 0.140, 0.467], [-0.084, 0.055, -0.203], [0.149, 0.002, 0.323], [-0.117, -0.022, -0.315], [0.115, -0.018, 0.334], [-0.108, 0.024, -0.186], [0.124, 0.000, -0.086], [0.027, 0.122, -0.068], [0.123, 0.046, 0.022], [0.010, -0.088, 0.059], [-0.044, -0.034, 0.091], [-0.085, 0.053, -0.035], [-0.092, 0.068, -0.004], [0.086, 0.024, 0.033], [0.054, -0.064, 0.062], [0.023, 0.068, -0.077], [-0.012, 0.049, -0.005], [-0.032, 0.107, -0.094], [0.009, -0.049, 0.071], [-0.050, 0.070, -0.024], [-0.032, 0.026, 0.014], [0.096, -0.081, -0.034], [0.073, 0.043, -0.061], [-0.007, -0.003, 0.109], [0.034, -0.165, -0.050], [0.082, 0.103, -0.037], [-0.005, 0.132, 0.014], [0.021, -0.092, -0.019], [0.025, 0.004, 0.032], [-0.013, 0.010, -0.037], [-0.083, -0.041, 0.043], [0.008, -0.026, -0.006], [0.037, 0.016, -0.009], [-0.147, -0.158, 0.202], [0.019, -0.102, 0.324], [-0.038, -0.032, 0.098], [-0.087, 0.145, -0.125], [0.058, -0.160, -0.122], [-0.005, -0.008, 0.083], [-0.017, 0.051, 0.081], [-0.080, -0.018, -0.093], [-0.068, -0.065, -0.075], [0.053, -0.042, 0.067], [0.053, -0.048, 0.062], [-0.010, 0.023, -0.129], [0.038, -0.015, -0.125], [0.043, 0.017, 0.058], [0.009, 0.058, 0.077]], "multiplicity": 1, "homo_lumo_gap_ev": 8.4, "de_lowest_ev": 0.283, "homo_energy_ev": -7.8, "smiles": "CCCCN(C)CCN1C(=O)[C@H]2[C@H](C(=O)Nc3ccc(OC)cc3)[C@@H]3C=C[C@]2(O3)[C@@H]1C(=O)NC1CCCCC1", "e_tot_ha": -1763.61683}

***

No. 2
{"formula": "C45H31AsN7O2S5W", "method": "ωB97M-V/def2-TZVPD", "elements": ["W", "S", "C", "S", "C", "C", "N", "C", "N", "O", "C", "C", "C", "C", "C", "C", "C", "O", "N", "N", "C", "S", "C", "C", "S", "H", "H", "H", "H", "H", "H", "H", "H", "H", "S", "C", "C", "C", "C", "C", "C", "As", "C", "C", "C", "C", "C", "C", "C", "C", "C", "C", "C", "C", "H", "H", "H", "H", "H", "H", "H", "H", "H", "H", "H", "H", "H", "H", "N", "C", "C", "C", "C", "C", "N", "C", "H", "H", "H", "H", "N", "C", "C", "C", "C", "C", "C", "C", "H", "H", "H", "H"], "coordinates": [[-0.1149, -0.4273, -0.3741], [-1.2768, -1.7406, 1.4742], [-2.7808, -1.6363, 0.6405], [-2.7348, -0.5204, -0.6643], [-3.8970, -2.3827, 0.9652], [-3.8534, -3.3504, 2.0033], [-3.8299, -4.1543, 2.8297], [-5.1095, -2.2724, 0.2394], [-6.1006, -2.2058, -0.3477], [3.5532, 0.0202, 1.7930], [3.1714, 0.6697, 2.9080], [4.1272, 0.8234, 3.9114], [3.8247, 1.5055, 5.0719], [2.5547, 2.0431, 5.2615], [1.5958, 1.8840, 4.2840], [1.8815, 1.1988, 3.0984], [0.8197, 1.0198, 2.1034], [1.0625, 0.3381, 1.0100], [-0.3371, 1.5570, 2.3261], [-1.2765, 1.3419, 1.3387], [-2.3448, 2.0097, 1.6654], [-3.8192, 2.1573, 0.7559], [-4.7552, 2.9165, 2.1252], [-3.8333, 3.8350, 2.8827], [-2.2500, 2.9623, 3.1538], [2.7884, -0.0535, 1.1919], [5.1050, 0.3857, 3.7579], [4.5815, 1.6172, 5.8382], [2.3171, 2.5713, 6.1757], [0.5956, 2.2751, 4.4090], [-5.1181, 2.1123, 2.7648], [-5.6018, 3.4349, 1.6759], [-4.2328, 4.0901, 3.8643], [-3.6215, 4.7451, 2.3196], [2.1019, 0.1658, -1.7414], [1.7807, 1.1548, -3.1520], [2.6307, 1.1134, -4.2588], [2.3408, 1.8612, -5.3864], [1.2071, 2.6607, -5.4291], [0.3684, 2.7211, -4.3267], [0.6563, 1.9886, -3.1801], [-0.4906, 1.8263, -1.5864], [0.2487, 3.2800, -0.4890], [-0.5854, 4.1631, 0.1924], [-0.0597, 5.0584, 1.1099], [1.3056, 5.0852, 1.3492], [2.1445, 4.2203, 0.6632], [1.6180, 3.3072, -0.2386], [-2.0452, 2.7354, -2.3846], [-3.0998, 1.9673, -2.8668], [-4.1721, 2.5655, -3.5132], [-4.1902, 3.9379, -3.7010], [-3.1245, 4.7083, -3.2542], [-2.0564, 4.1119, -2.6039], [3.5048, 0.4755, -4.2272], [2.9973, 1.8128, -6.2466], [0.9646, 3.2260, -6.3195], [-0.5180, 3.3389, -4.3641], [-1.6528, 4.1334, 0.0071], [-0.7220, 5.7194, 1.6548], [1.7182, 5.7767, 2.0734], [3.2131, 4.2440, 0.8361], [2.2718, 2.6038, -0.7401], [-3.0946, 0.8933, -2.7310], [-4.9909, 1.9548, -3.8716], [-5.0246, 4.4089, -4.2050], [-3.1203, 5.7781, -3.4228], [-1.2179, 4.7108, -2.2720], [-1.2874, -1.0039, -6.7336], [-1.2204, -1.4303, -5.6684], [-1.1463, -1.9888, -4.3576], [-1.5309, -3.3117, -4.1200], [-1.4372, -3.7568, -2.8129], [-0.9974, -2.9193, -1.8183], [-0.6207, -1.6258, -2.0357], [-0.6986, -1.2060, -3.3086], [-1.8800, -3.9375, -4.9277], [-1.7263, -4.7657, -2.5531], [-0.9520, -3.2504, -0.7906], [-0.4047, -0.1848, -3.5109], [4.7275, -6.2234, 0.7894], [4.0129, -5.3397, 0.6061], [3.1168, -4.2520, 0.3785], [2.8133, -3.8465, -0.9204], [1.9198, -2.8123, -1.1298], [1.2925, -2.1119, -0.0856], [1.6544, -2.5345, 1.2031], [2.5272, -3.5803, 1.4459], [3.2888, -4.3387, -1.7594], [1.7250, -2.5402, -2.1587], [1.2347, -2.0393, 2.0719], [2.7550, -3.8788, 2.4610]], "forces_ev_per_angstrom": [[-0.685, -1.746, -0.801], [-0.080, -0.063, -0.505], [-0.012, 0.154, 0.264], [0.516, 0.039, 0.271], [0.163, 0.003, 0.012], [0.018, -0.158, 0.192], [0.002, 0.056, -0.017], [-0.210, 0.047, -0.206], [0.056, 0.048, 0.018], [0.149, -0.022, 0.080], [-0.230, 0.098, -0.090], [0.137, 0.000, 0.103], [-0.009, -0.041, -0.080], [-0.053, 0.084, 0.122], [0.098, -0.080, -0.089], [0.339, -0.162, 0.113], [-1.071, 0.314, -0.513], [1.077, 0.813, 1.563], [0.619, -0.107, 0.326], [-1.300, 0.921, 0.495], [1.202, -0.304, 0.143], [-0.203, 0.030, -0.037], [0.043, -0.210, -0.186], [0.420, -0.098, 0.055], [-0.494, 0.186, 0.101], [-0.022, 0.038, -0.018], [-0.001, 0.024, -0.053], [0.007, -0.012, 0.007], [-0.006, 0.008, -0.009], [0.002, 0.020, 0.010], [-0.047, 0.027, 0.011], [-0.009, 0.005, 0.018], [-0.039, 0.057, -0.030], [-0.125, 0.035, 0.009], [-0.314, -0.279, 0.039], [-0.231, 0.176, 0.323], [0.038, 0.013, -0.001], [0.051, 0.022, -0.021], [-0.035, 0.070, -0.002], [-0.073, 0.035, 0.139], [-0.081, -0.410, -0.048], [0.379, 2.266, -1.012], [-0.028, -0.199, 0.201], [-0.017, -0.157, -0.164], [-0.007, 0.016, 0.002], [0.059, 0.071, 0.015], [-0.007, 0.001, 0.004], [-0.022, 0.005, -0.190], [-0.078, -0.329, 0.149], [0.088, -0.042, 0.092], [-0.041, -0.008, -0.071], [0.016, 0.021, 0.004], [-0.016, 0.037, -0.030], [0.093, -0.099, 0.149], [-0.006, -0.014, -0.008], [0.004, -0.028, 0.006], [0.020, 0.003, -0.002], [-0.019, -0.007, -0.067], [-0.013, 0.041, 0.121], [-0.002, 0.011, -0.014], [-0.015, 0.002, 0.001], [-0.006, -0.039, 0.044], [0.012, 0.014, 0.027], [-0.062, 0.018, -0.034], [0.007, -0.010, 0.011], [-0.007, -0.010, 0.002], [0.002, 0.003, 0.018], [-0.043, 0.058, -0.013], [-0.005, -0.011, 0.050], [0.018, 0.160, -0.397], [-0.140, -0.666, 0.224], [0.220, 0.515, 0.166], [-0.166, -0.362, -0.258], [0.214, 0.652, 0.129], [-0.620, -1.655, -1.605], [0.245, 0.421, 0.363], [-0.032, -0.039, 0.015], [0.014, 0.015, 0.032], [0.006, -0.011, 0.022], [0.035, -0.013, 0.019], [-0.028, 0.053, -0.023], [0.241, -0.281, 0.081], [-0.262, 0.330, -0.089], [0.037, -0.107, 0.089], [-0.099, -0.026, -0.028], [0.401, -0.329, 0.260], [-0.089, 0.086, 0.016], [0.081, -0.070, -0.012], [-0.036, -0.025, -0.009], [0.025, 0.066, 0.005], [0.033, 0.025, -0.007], [0.008, 0.017, 0.005]], "multiplicity": 3, "homo_lumo_gap_ev": [5.7, 6.9], "de_lowest_ev": 0.967, "homo_energy_ev": [-4.3, -5.6], "total_charge": -1, "e_tot_ha": -6561.09663}

***

No. 3
{"formula": "C6H10NS", "method": "ωB97M-V/def2-TZVPD", "elements": ["C", "C", "C", "C", "C", "C", "N", "S", "H", "H", "H", "H", "H", "H", "H", "H", "H", "H"], "coordinates": [[0.0232, 0.5794, -1.7325], [0.1620, -0.7986, -1.1400], [1.4421, -0.7927, -0.4582], [1.6740, 0.4838, -0.1497], [-0.4684, -1.0498, 0.1645], [-1.9168, -0.6478, 2.4802], [0.8635, 1.3993, -0.8035], [-1.4201, 0.0618, 0.8626], [0.5591, 0.5477, -2.7047], [-0.9895, 0.9083, -1.9312], [0.0765, -1.6234, -1.8428], [2.1485, -1.6447, -0.2810], [2.5910, 0.7668, 0.2605], [-1.8910, -1.8211, 2.5172], [-2.9181, -0.2831, 2.4326], [-1.5722, -0.0474, 3.4162], [1.4831, 2.2473, -1.0664], [0.1529, 1.7142, -0.0238]], "forces_ev_per_angstrom": [[1.176, -0.300, -2.840], [-1.751, -0.791, -0.301], [2.444, 0.115, 0.590], [2.989, -3.104, -0.107], [-0.575, -1.189, 0.222], [0.208, -0.119, 1.088], [-2.214, 3.336, 2.090], [0.064, -0.202, 0.687], [-0.314, 0.358, 0.443], [-0.018, 0.481, 0.526], [-0.314, 0.032, -0.069], [-1.187, 0.954, 0.074], [0.972, 1.005, 0.915], [0.284, 2.554, -0.105], [-1.284, -0.404, 0.200], [0.301, -1.412, -1.775], [-1.833, -1.535, -0.271], [1.051, 0.220, -1.369]], "multiplicity": 1, "homo_lumo_gap_ev": 8.2, "de_lowest_ev": 3.798, "homo_energy_ev": -12.2, "total_charge": 1, "e_tot_ha": -687.14299}